No. 1
DFT (ωB97M-V/def2-TZVPD) results for C30H30N5O2RhS as an isolated structure.

The orbital gap (alpha / beta) comes out at 7.11 / 5.47 eV. The calculation puts the relative energy (zero: lowest compared OMol25 entry of this formula, charge and spin) at 36.0 kcal/mol.

```
! RIJCOSX wB97M-V def2-TZVPD def2/J DEFGRID3
* xyz 2 5
Rh -0.565 -0.017 0.958
C 0.744 2.317 -1.564
N 0.048 1.059 -1.357
C -1.205 0.930 -2.099
C -1.723 -0.446 -1.829
N -1.280 -1.178 -0.824
C -1.822 -2.437 -0.987
C -1.605 -3.627 -0.300
C -2.239 -4.756 -0.773
C -3.089 -4.720 -1.883
C -3.318 -3.550 -2.577
C -2.655 -2.418 -2.126
N -2.560 -1.137 -2.628
C 1.794 2.498 -0.524
N 1.829 1.888 0.669
C 2.919 2.342 1.343
C 2.891 2.029 2.768
C 3.490 3.225 3.461
C 4.178 4.185 2.772
C 4.272 4.301 1.363
C 3.502 3.376 0.642
N 2.829 3.379 -0.574
H 0.013 3.131 -1.477
H 1.201 2.390 -2.563
H 0.661 0.286 -1.620
H -1.076 1.070 -3.184
H -1.907 1.691 -1.740
H -0.932 -3.659 0.542
H -2.062 -5.703 -0.289
H -3.550 -5.633 -2.226
H -3.953 -3.521 -3.448
H -3.048 -0.785 -3.438
H 3.531 1.167 3.039
H 3.448 3.260 4.538
H 4.652 4.967 3.349
H 4.788 5.123 0.898
H 3.045 4.001 -1.341
C -3.966 -0.987 8.553
C -3.378 -0.252 7.413
O -3.860 0.014 6.361
S -1.642 0.242 7.828
C -0.803 0.681 6.350
C 0.596 0.736 6.427
C 1.350 1.016 5.311
C 0.740 1.177 4.053
C -0.668 1.124 3.995
C -1.427 0.930 5.121
C 1.458 1.462 2.846
C 0.933 1.260 1.574
H -5.028 -1.151 8.380
H -3.818 -0.432 9.478
H -3.462 -1.948 8.667
H 1.070 0.542 7.378
H 2.426 1.062 5.400
H -1.159 1.270 3.027
H -2.500 0.965 5.063
C -3.377 -1.671 3.777
C -2.058 -2.174 4.387
C -1.124 -2.333 3.174
O -1.774 -1.688 2.082
C -3.167 -1.909 2.282
H -3.521 -0.610 3.967
H -4.244 -2.198 4.162
H -2.192 -3.123 4.901
H -1.657 -1.461 5.100
H -0.996 -3.395 2.931
H -0.138 -1.870 3.295
H -3.405 -2.948 2.016
H -3.727 -1.232 1.635
*
```

Mulliken atomic charge list, values in e, 8 entries: 0.20 -0.92 -0.13 -0.70 0.02 -0.07 0.18 -0.50



No. 2
DFT (ωB97M-V/def2-TZVPD) results for C30H30N8O5S3Zr as an isolated structure.

The orbital gap comes out at 7.66 eV. The calculation puts the relative energy (zero: lowest compared OMol25 entry of this formula, charge and spin) at 7.6 kcal/mol.

```
! RIJCOSX wB97M-V def2-TZVPD def2/J DEFGRID3
* xyz 0 1
Zr 0.659 -0.021 -1.840
C -0.913 -1.812 2.091
C -0.778 -0.940 0.880
N 0.252 -1.061 0.118
N 1.172 -2.067 0.435
C 1.414 -2.811 -0.593
S 0.695 -2.687 -2.173
S 2.547 -4.134 -0.399
C 2.963 -3.954 1.347
C 1.901 -4.317 2.361
C 2.120 -3.953 3.689
C 1.187 -4.245 4.671
C 0.015 -4.913 4.339
C -0.207 -5.283 3.022
C 0.728 -4.982 2.039
C -1.888 -0.069 0.472
C -2.753 0.469 1.434
C -3.918 1.116 1.086
C -4.279 1.175 -0.261
C -3.443 0.666 -1.229
C -2.199 0.103 -0.902
O -1.378 -0.235 -1.880
H -1.260 -2.795 1.764
H -1.638 -1.416 2.796
H 0.053 -1.967 2.568
H 3.268 -2.918 1.495
H 3.846 -4.583 1.483
H 3.032 -3.428 3.951
H 1.375 -3.956 5.697
H -0.716 -5.145 5.103
H -1.118 -5.802 2.749
H 0.538 -5.258 1.008
H -2.487 0.391 2.480
H -4.556 1.542 1.849
H -5.218 1.631 -0.551
H -3.700 0.715 -2.279
C 1.466 0.946 -6.352
C 1.477 0.577 -4.910
N 0.458 0.743 -4.140
O -0.667 1.228 -4.763
C 2.683 0.015 -4.253
C 4.034 -0.115 -4.866
N 2.388 -0.285 -3.045
O 3.048 -0.683 -2.028
H 0.846 1.826 -6.506
H 1.027 0.132 -6.935
H 2.475 1.124 -6.716
H -1.154 1.675 -4.020
H 3.994 -0.687 -5.795
H 4.686 -0.632 -4.164
H 4.469 0.862 -5.086
N -0.266 1.635 5.428
C 0.036 1.825 4.095
C -0.445 2.948 3.411
C -0.122 3.157 2.087
C 0.679 2.236 1.420
C 1.196 1.135 2.095
C 0.874 0.931 3.422
S 1.099 2.485 -0.267
O 1.613 3.804 -0.439
O 1.976 1.329 -0.609
N -0.080 2.097 -1.278
C -1.151 2.918 -1.537
N -1.738 2.760 -2.731
C -2.804 3.510 -2.985
C -3.298 4.432 -2.084
C -2.598 4.541 -0.893
N -1.538 3.799 -0.611
H -1.063 2.125 5.794
H -0.134 0.712 5.803
H -1.074 3.660 3.932
H -0.498 4.019 1.556
H 1.848 0.441 1.584
H 1.278 0.073 3.947
H -3.271 3.363 -3.953
H -4.165 5.037 -2.301
H -2.899 5.250 -0.129
*
```

Mulliken atomic charge list, values in e, 8 entries: 0.41 -1.20 0.15 1.18 -0.24 0.42 -0.52 -0.18



No. 3
DFT (ωB97M-V/def2-TZVPD) results for a 2-piece molecular cluster, C30H30NO2 overall.

The orbital gap comes out at 4.98 eV. The calculation puts the relative energy (zero: lowest compared OMol25 entry of this formula, charge and spin) at 7.8 kcal/mol.

```
! RIJCOSX wB97M-V def2-TZVPD def2/J DEFGRID3
* xyz 1 1
C -2.249 2.021 2.142
C -2.819 0.938 3.060
C -1.694 -0.090 3.284
N -0.492 0.519 2.747
C 0.718 -0.141 2.737
C 0.814 -1.520 2.754
C 2.123 -2.170 2.987
C 3.251 -1.464 2.207
C 3.183 0.021 2.378
C 1.972 0.654 2.735
C 2.019 2.001 3.145
C 3.161 2.773 2.930
C 4.322 2.164 2.424
C 4.331 0.791 2.190
C -0.761 1.695 1.930
H -2.754 2.022 1.173
H -2.355 3.015 2.583
H -3.123 1.357 4.024
H -3.684 0.457 2.602
H -1.573 -0.319 4.357
H -1.929 -1.038 2.770
H -0.082 -2.135 2.792
H 2.357 -2.097 4.059
H 2.099 -3.230 2.730
H 4.232 -1.822 2.551
H 3.193 -1.719 1.138
H 1.155 2.439 3.647
H 3.141 3.837 3.159
H 5.217 2.761 2.232
H 5.241 0.292 1.853
H -0.547 1.498 0.862
H -0.135 2.544 2.223
C -1.751 4.071 -6.248
O -0.573 3.768 -5.459
C -0.538 2.627 -4.723
C 0.631 2.392 -3.954
C 0.708 1.294 -3.124
C -0.369 0.372 -3.007
C -0.351 -0.725 -2.074
O -1.451 -1.530 -2.179
C -1.520 -2.710 -1.461
C -0.500 -3.050 -0.555
C -0.561 -4.352 0.019
C -1.608 -5.210 -0.268
C -2.646 -4.796 -1.121
C -2.601 -3.545 -1.727
C 0.533 -2.121 -0.335
C 0.639 -0.998 -1.139
C -1.493 0.572 -3.843
C -1.595 1.677 -4.666
H -1.502 5.022 -6.718
H -1.927 3.305 -7.013
H -2.637 4.181 -5.612
H 1.443 3.114 -4.021
H 1.609 1.116 -2.535
H 0.257 -4.631 0.684
H -1.636 -6.204 0.181
H -3.478 -5.472 -1.325
H -3.379 -3.211 -2.409
H 1.286 -2.348 0.415
H 1.508 -0.344 -1.092
H -2.323 -0.129 -3.844
H -2.506 1.816 -5.252
*
```

Mulliken atomic charge list, values in e, 8 entries: -0.52 -0.64 -0.58 0.21 0.92 -0.80 -1.27 -0.86



No. 4
DFT (ωB97M-V/def2-TZVPD) results for C30H30NOP2RhS as an isolated structure.

The orbital gap comes out at 7.39 eV. The calculation puts the relative energy (zero: lowest compared OMol25 entry of this formula, charge and spin) at 8.8 kcal/mol.

```
! RIJCOSX wB97M-V def2-TZVPD def2/J DEFGRID3
* xyz 0 1
Rh 0.518 -0.340 -1.001
C -0.066 0.782 2.182
C -1.292 1.292 1.419
P -1.026 1.273 -0.419
C -0.285 2.896 -0.802
C 0.676 3.483 0.018
C 1.301 4.664 -0.353
C 0.984 5.270 -1.560
C 0.039 4.688 -2.391
C -0.589 3.510 -2.017
C -2.719 1.425 -1.055
C -3.216 0.348 -1.785
C -4.524 0.368 -2.252
C -5.335 1.461 -1.991
C -4.842 2.540 -1.265
C -3.538 2.524 -0.801
P 0.721 -0.544 1.170
C -0.558 -1.883 1.298
C -0.443 -2.931 0.386
C -1.416 -3.908 0.275
C -2.515 -3.874 1.124
C -2.611 -2.879 2.084
C -1.640 -1.886 2.171
C 2.100 -1.180 2.172
C 2.429 -2.534 2.188
C 3.533 -2.977 2.900
C 4.328 -2.077 3.596
C 4.016 -0.726 3.576
C 2.915 -0.282 2.860
H -0.320 0.397 3.172
H 0.660 1.578 2.345
H -1.619 2.273 1.768
H -2.122 0.599 1.564
H 0.951 3.023 0.957
H 2.040 5.108 0.301
H 1.474 6.189 -1.853
H -0.211 5.149 -3.338
H -1.321 3.061 -2.678
H -2.571 -0.496 -1.999
H -4.898 -0.469 -2.827
H -6.353 1.480 -2.358
H -5.476 3.395 -1.067
H -3.152 3.374 -0.249
H 0.459 -3.000 -0.198
H -1.320 -4.682 -0.476
H -3.286 -4.629 1.050
H -3.453 -2.864 2.764
H -1.756 -1.108 2.914
H 1.813 -3.253 1.665
H 3.770 -4.033 2.912
H 5.187 -2.429 4.150
H 4.631 -0.017 4.115
H 2.691 0.779 2.847
S -1.430 -2.566 -4.663
C -0.647 -1.596 -3.635
N -0.082 -0.896 -2.886
C 2.548 -2.984 -2.082
O 3.118 -1.837 -1.423
C 2.395 -0.752 -1.339
C 3.341 0.411 -1.161
H 3.000 -3.866 -1.634
H 2.811 -2.921 -3.135
H 1.466 -2.985 -1.999
H 4.268 0.255 -1.716
H 3.588 0.463 -0.095
H 2.865 1.347 -1.443
*
```

Mulliken atomic charge list, values in e, 8 entries: -0.12 -1.44 -1.44 1.91 0.35 -0.14 -0.82 -0.49



No. 5
DFT (ωB97M-V/def2-TZVPD) results for C30H31ClN4O2S5TeY as an isolated structure.

The orbital gap comes out at 5.77 eV.

```
! RIJCOSX wB97M-V def2-TZVPD def2/J DEFGRID3
* xyz -1 1
Y 0.292 0.113 0.117
Cl 0.432 -7.583 -1.360
C 0.315 -5.839 -1.332
C 0.370 -5.127 -2.547
C 0.280 -3.765 -2.559
C 0.138 -3.005 -1.353
O 0.076 -1.739 -1.394
C 0.077 -3.763 -0.139
C -0.110 -3.121 1.123
O -0.255 -1.916 1.332
C 0.173 -5.170 -0.156
H 0.491 -5.677 -3.472
H 0.336 -3.210 -3.487
H -0.151 -3.798 1.994
H 0.131 -5.713 0.782
S 0.759 0.676 2.855
S 0.572 2.726 3.004
S -1.037 3.239 1.849
S -0.480 2.824 -0.103
N -0.549 2.252 -4.050
C 0.377 3.319 -4.144
C 0.027 4.486 -4.802
C 0.949 5.517 -4.930
C 2.211 5.385 -4.377
C 2.546 4.227 -3.687
C 1.638 3.185 -3.580
S 2.081 1.694 -2.738
N 0.557 1.063 -2.328
C -0.487 1.359 -2.994
C -1.745 0.619 -2.695
C -2.723 0.440 -3.667
C -3.833 -0.331 -3.367
C -3.922 -0.914 -2.117
C -2.891 -0.692 -1.217
N -1.838 0.069 -1.487
H -1.491 2.532 -4.274
H -0.969 4.584 -5.223
H 0.671 6.422 -5.456
H 2.935 6.185 -4.467
H 3.522 4.126 -3.228
H -2.599 0.852 -4.659
H -4.605 -0.490 -4.110
H -4.760 -1.539 -1.839
H -2.899 -1.142 -0.233
C 4.325 3.670 -0.573
N 4.325 3.146 0.778
C 4.035 4.213 1.719
C 3.340 2.074 0.911
C 3.712 0.780 0.227
C 5.058 0.481 0.048
C 5.452 -0.719 -0.532
C 4.484 -1.625 -0.926
C 3.138 -1.309 -0.744
C 2.686 -0.108 -0.173
H 5.080 4.455 -0.670
H 3.342 4.095 -0.843
H 4.559 2.872 -1.281
H 4.793 4.995 1.634
H 4.049 3.821 2.737
H 3.043 4.664 1.550
H 2.357 2.414 0.549
H 3.205 1.866 1.974
H 5.802 1.201 0.372
H 6.505 -0.938 -0.671
H 4.766 -2.568 -1.383
H 2.419 -2.043 -1.091
C -4.004 -1.335 2.341
Te -2.729 0.413 2.273
C -4.146 1.503 1.087
H -4.915 -1.120 2.898
H -3.453 -2.123 2.854
H -4.270 -1.684 1.342
H -4.703 0.796 0.472
H -3.578 2.176 0.445
H -4.831 2.070 1.712
*
```

Mulliken atomic charge list, values in e, 8 entries: -0.49 -0.27 0.15 -0.62 -0.63 -0.28 0.69 1.15



No. 6
DFT (ωB97M-V/def2-TZVPD) results for a 3-piece molecular cluster, C30H31F17IN3O8 overall.

As for the SMILES: COCCCCCc1c(CC(=O)N(C)C)c(I)cc2c1C(=O)N(C(=O)NC(=O)F)C2=O.FC(F)C(F)(F)COC(F)(F)C(F)F.FC(F)C(F)(F)COC(F)(F)C(F)F. The orbital gap comes out at 8.43 eV.

```
! RIJCOSX wB97M-V def2-TZVPD def2/J DEFGRID3
* xyz 0 1
C 5.966 -2.406 -0.879
O 6.338 -1.887 -2.147
C 5.240 -1.908 -3.036
C 4.757 -0.479 -3.360
C 3.445 -0.597 -4.172
C 2.238 -0.147 -3.309
C 1.433 -1.339 -2.749
C 0.293 -0.776 -1.932
C 0.270 -0.783 -0.549
C 1.417 -1.421 0.187
C 1.422 -2.960 0.100
O 2.226 -3.594 0.741
N 0.423 -3.532 -0.731
C -0.808 -3.857 0.007
C 0.933 -4.638 -1.539
C -0.797 -0.206 0.077
I -0.831 -0.147 2.197
C -1.844 0.340 -0.568
C -1.817 0.335 -1.905
C -0.766 -0.228 -2.581
C -1.052 -0.099 -4.048
O -0.343 -0.495 -4.934
N -2.332 0.556 -4.175
C -2.154 1.658 -5.084
O -2.168 2.805 -4.716
N -1.931 1.364 -6.481
C -2.657 0.241 -6.950
O -2.284 -0.894 -7.063
F -3.888 0.584 -7.328
C -2.814 0.881 -2.869
O -3.842 1.437 -2.589
H 5.282 -1.710 -0.381
H 5.481 -3.381 -0.954
H 6.871 -2.502 -0.287
H 5.495 -2.370 -3.992
H 4.381 -2.437 -2.615
H 4.627 0.027 -2.404
H 5.542 0.036 -3.910
H 3.281 -1.631 -4.470
H 3.488 0.055 -5.039
H 1.611 0.505 -3.908
H 2.541 0.435 -2.438
H 1.042 -1.959 -3.549
H 2.093 -1.885 -2.085
H 2.331 -1.099 -0.317
H 1.496 -1.101 1.218
H -1.237 -4.805 -0.295
H -0.681 -3.808 1.088
H -1.554 -3.089 -0.226
H 0.175 -4.935 -2.259
H 1.272 -5.503 -0.965
H 1.760 -4.253 -2.135
H -2.676 0.800 -0.056
H -0.945 1.185 -6.642
C 2.393 -1.698 7.647
C 1.573 -1.710 8.955
C 0.440 -2.734 9.106
F -0.491 -2.652 8.140
F -0.190 -2.523 10.285
F 1.124 -0.461 9.199
F 2.460 -2.000 9.949
O 2.062 -0.786 6.594
C 1.064 -1.039 5.674
C -0.146 -0.101 5.825
F -0.616 -0.078 7.079
F -1.162 -0.521 5.019
F 0.721 -2.340 5.686
F 1.597 -0.799 4.458
H 3.383 -1.365 7.954
H 2.537 -2.706 7.259
H 0.845 -3.750 9.115
H 0.128 0.920 5.550
C -5.294 4.621 -0.866
C -4.896 6.018 -1.387
C -3.530 6.188 -2.067
F -2.495 5.823 -1.292
F -3.352 7.494 -2.378
F -5.050 6.917 -0.391
F -5.818 6.339 -2.339
O -5.093 4.275 0.510
C -3.877 3.841 0.998
C -3.209 4.836 1.959
F -3.120 6.069 1.436
F -1.954 4.415 2.241
F -3.074 3.466 -0.017
F -4.129 2.719 1.706
H -6.378 4.596 -0.966
H -4.927 3.833 -1.524
H -3.493 5.609 -2.995
H -3.783 4.902 2.886
*
```

Mulliken atomic charge list, values in e, 8 entries: -0.65 -0.39 -0.25 -0.58 -1.08 -0.61 -0.53 0.41